[1]
ORCA calculation (ωB97M-V/def2-TZVPD) on a cluster of 2 separate species, C4H12N2O in total.

The gap between HOMO and LUMO comes out at 9.9 eV. The calculation puts the energy above the lowest of the compared OMol25 structures with the same formula, charge and spin at 3.467 eV. As for the spin multiplicity: 1. As for the SMILES: CNC(C)=O.CN. The value obtained for the total energy is -344.25761 Ha. As for the highest occupied orbital energy: -9.190 eV.

Geometry (Å):
1 C 2.22325 1.48004 1.24865
2 N 2.03117 0.33024 0.33599
3 C 1.21213 -0.69408 0.76136
4 C 1.11786 -1.75716 -0.25088
5 O 0.43913 -0.56828 1.65900
6 H 1.24657 1.95900 1.38978
7 H 2.44948 0.97941 2.23998
8 H 3.02362 2.34520 1.00299
9 H 2.37764 0.47206 -0.69878
10 H 1.52271 -2.83655 0.07077
11 H 1.83566 -1.72546 -0.86739
12 H 0.07049 -1.94490 -0.70485
13 C -3.11734 1.15833 -1.84351
14 N -3.28079 -0.28869 -1.46913
15 H -3.65305 1.52894 -2.75108
16 H -3.43594 1.63497 -0.91478
17 H -2.03097 1.35696 -1.79803
18 H -2.47730 -0.38603 -0.72850
19 H -4.30990 -0.25104 -1.07383

Forces on atoms 1 to 6 (eV/Å):
0.52 0.38 0.97
2.29 1.81 -2.06
-0.32 1.19 -2.91
-4.62 -5.01 3.66
-0.54 -0.02 2.37
0.26 0.19 0.01

---

[2]
ORCA calculation (ωB97M-V/def2-TZVPD) on a cluster of 7 separate species, C19H39Br12IN3 in total.

The gap between HOMO and LUMO comes out at 7.2 eV. As for the spin multiplicity: 1. Its net charge is +1. The value obtained for the total energy is -32097.22964 Ha. As for the highest occupied orbital energy: -11.366 eV.

Geometry (Å):
1 N -3.29614 0.05780 -2.34585
2 C -2.31646 -0.71870 -2.75782
3 N -2.03102 -2.01178 -2.17725
4 C -0.67139 -1.85972 -1.55899
5 C 0.39313 -1.15031 -2.47774
6 C -0.15398 0.10447 -3.24341
7 C 0.80606 0.42033 -4.45946
8 C 1.43610 1.86659 -4.45942
9 C 1.85711 2.41073 -3.05069
10 I 3.60818 1.35271 -2.25081
11 N -1.49558 -0.33249 -3.85730
12 H -3.20712 1.06919 -2.24488
13 H -4.22130 -0.32090 -2.13521
14 H -1.89415 -2.61627 -2.99980
15 H -0.75323 -1.30145 -0.58850
16 H -0.27112 -2.89384 -1.30556
17 H 1.27341 -0.86187 -1.84917
18 H 0.76675 -1.93233 -3.19710
19 H -0.39182 0.97999 -2.59282
20 H 1.55965 -0.40537 -4.51618
21 H 0.20373 0.33417 -5.40928
22 H 2.38301 1.79358 -5.06370
23 H 0.76340 2.55448 -5.03373
24 H 1.03497 2.48992 -2.30324
25 H 2.22597 3.46000 -3.21335
26 H -1.88649 0.53997 -4.23328
27 Br 3.72749 0.20021 -7.28789
28 C 5.57871 0.58037 -6.80932
29 C 5.68016 1.15157 -5.41823
30 Br 5.14542 3.02530 -5.37668
31 H 5.97390 1.24348 -7.57512
32 H 6.08979 -0.38004 -6.86700
33 H 6.71463 1.14434 -5.07577
34 H 5.05945 0.62918 -4.69486
35 Br 0.53413 -4.00529 2.14729
36 C -1.39122 -3.75324 1.98639
37 C -2.08922 -5.04152 1.63354
38 Br -1.85097 -5.48306 -0.24980
39 H -1.54629 -2.96727 1.24988
40 H -1.71477 -3.39830 2.96452
41 H -3.16451 -4.94374 1.76889
42 H -1.73391 -5.89571 2.20488
43 Br -1.78630 1.06431 0.56622
44 C -3.66099 1.24792 1.07502
45 C -4.08493 2.69487 1.09500
46 Br -3.41853 3.60133 2.68270
47 H -3.77640 0.75433 2.03712
48 H -4.21772 0.69343 0.31880
49 H -5.17035 2.77460 1.15341
50 H -3.72975 3.25880 0.23427
51 Br -5.26700 -6.86205 2.09388
52 C -4.82982 -8.61172 2.83330
53 C -4.11306 -8.48630 4.15310
54 Br -2.24817 -7.97766 3.90246
55 H -4.24986 -9.13870 2.07933
56 H -5.78867 -9.11222 2.96355
57 H -4.07860 -9.44812 4.66356
58 H -4.55787 -7.74570 4.81354
59 Br 0.15871 2.42685 5.89598
60 C 0.36070 4.18358 5.07628
61 C -0.40100 5.23760 5.83721
62 Br -2.31228 5.13623 5.46951
63 H 0.04113 4.08787 4.04075
64 H 1.42957 4.38914 5.10436
65 H -0.10128 6.23407 5.51405
66 H -0.28194 5.15921 6.91534
67 Br 3.37962 6.31445 3.43101
68 C 4.98887 5.68691 4.33443
69 C 5.15247 4.19589 4.18991
70 Br 3.94351 3.23354 5.37612
71 H 4.91766 6.01113 5.36992
72 H 5.81098 6.21189 3.84913
73 H 6.15320 3.88888 4.49219
74 H 4.95737 3.83919 3.18124

Forces on atoms 1 to 6 (eV/Å):
-0.73 -0.24 0.11
1.35 -1.13 -1.88
-0.37 1.70 -1.52
1.63 -0.09 1.22
-0.31 -0.28 0.35
1.27 -1.62 -1.04

---

[3]
ORCA calculation (ωB97M-V/def2-TZVPD) on an isolated molecule of C4H7NO.

The gap between HOMO and LUMO (alpha / beta) comes out at 8.4 / 8.5 eV. The calculation puts the energy above the lowest of the compared OMol25 structures with the same formula, charge and spin at 4.585 eV. As for the spin multiplicity: 1. The value obtained for the total energy is -286.46315 Ha. As for the highest occupied orbital energy (alpha / beta): -9.041 / -9.071 eV.

Geometry (Å):
1 O -0.24067 -2.58591 0.29916
2 C -1.09477 -1.74471 0.10023
3 N -0.86117 -0.52183 -0.45605
4 C 0.49238 -0.05033 -0.74658
5 C 0.62044 1.38602 -0.21022
6 C -0.24568 1.48389 1.01291
7 H -2.15684 -1.88724 0.37304
8 H 1.16862 -0.74085 -0.23604
9 H 0.70704 -0.09951 -1.82223
10 H 1.66598 1.59306 0.07293
11 H 0.33286 2.11717 -0.97535
12 H -1.63462 0.11733 -0.56805
13 H 0.13663 0.69207 1.69612

Forces on atoms 1 to 6 (eV/Å):
-0.34 0.35 -0.07
0.16 -0.08 0.01
-0.05 -0.14 0.11
0.13 -0.03 0.02
-0.20 0.14 0.00
0.45 -0.24 -0.13

---

[4]
ORCA calculation (ωB97M-V/def2-TZVPD) on a structure of composition C19H55Ag2N8O7.

The gap between HOMO and LUMO comes out at 2.8 eV. The calculation puts the energy above the lowest of the compared OMol25 structures with the same formula, charge and spin at 10.322 eV. As for the spin multiplicity: 1. Its net charge is +1. The value obtained for the total energy is -2014.92122 Ha. As for the highest occupied orbital energy: -9.219 eV.

Geometry (Å):
1 Ag -3.49362 3.20235 3.59520
2 Ag -4.64434 -2.24196 5.59441
3 C -2.13682 -0.46605 0.02786
4 O -2.71469 -0.66151 1.26857
5 H -2.54599 0.41099 -0.47363
6 H -1.04808 -0.50831 0.05870
7 H -2.38951 -1.32005 -0.60058
8 C -2.60159 -0.84982 -6.52407
9 C -1.20887 -0.35347 -6.76603
10 C -0.98211 1.10061 -6.31436
11 O 0.46150 1.45052 -6.58658
12 C 0.56113 2.89751 -6.48742
13 N -0.31090 -1.26121 -6.09356
14 H -2.75633 -1.73691 -7.13824
15 H -3.36395 -0.10310 -6.74620
16 H -2.87344 -1.15339 -5.51311
17 H -1.13509 -0.43619 -7.85039
18 H -1.17378 1.06019 -5.24209
19 H -1.67631 1.87099 -6.65008
20 H -0.00363 3.25305 -7.34924
21 H 1.61289 2.96498 -6.76552
22 H 0.41158 3.39041 -5.52680
23 H 0.49528 -0.72231 -5.81116
24 H -0.71480 -1.71561 -5.28703
25 C 7.23504 -2.50172 2.51116
26 C 7.36051 -1.75794 1.12552
27 C 6.40663 -2.23337 0.02215
28 O 6.70886 -1.72269 -1.27033
29 C 5.96811 -0.56168 -1.68907
30 N 7.16517 -0.31619 1.37293
31 H 8.06346 -2.37561 3.20824
32 H 7.12995 -3.57442 2.34877
33 H 6.41268 -2.30288 3.19839
34 H 8.38897 -2.00989 0.86689
35 H 5.35947 -2.23280 0.32472
36 H 6.75243 -3.25811 -0.11363
37 H 4.90095 -0.74045 -1.55751
38 H 6.24735 -0.34791 -2.72078
39 H 6.11224 0.27018 -0.99963
40 H 7.71411 -0.03752 2.17363
41 H 7.65792 0.22912 0.68014
42 C -1.90171 8.07051 0.07261
43 C -3.22723 7.69021 -0.73020
44 C -2.96030 7.03320 -2.13033
45 O -4.10054 7.33666 -2.93519
46 C -3.83054 8.07992 -4.08343
47 N -3.95861 6.75508 0.10447
48 H -1.01453 7.54155 -0.27554
49 H -1.98050 7.87129 1.14136
50 H -1.61659 9.11166 -0.07846
51 H -3.71764 8.65322 -0.87231
52 H -2.84608 5.95042 -2.07891
53 H -2.05130 7.43991 -2.57350
54 H -4.81057 8.16186 -4.55345
55 H -3.06303 7.51751 -4.61516
56 H -3.51330 9.09674 -3.85204
57 H -4.87899 6.70656 -0.30860
58 H -3.96333 7.19844 1.01195
59 C 1.57881 -5.14108 6.45629
60 C 0.59760 -4.97397 5.28372
61 C -0.20576 -6.22112 4.82805
62 O -0.81817 -5.90359 3.63078
63 C -0.03181 -6.16342 2.40899
64 N -0.23051 -3.79179 5.50528
65 H 2.48107 -5.66120 6.13458
66 H 1.13976 -5.72145 7.26777
67 H 2.05745 -4.22336 6.79804
68 H 1.30854 -4.68857 4.50833
69 H -0.94382 -6.33869 5.62148
70 H 0.46509 -7.07833 4.88523
71 H 0.51488 -7.10411 2.47475
72 H 0.75929 -5.41453 2.37121
73 H -0.63980 -6.15043 1.50440
74 H -0.53644 -3.34802 4.65113
75 H 0.20378 -3.07800 6.07272
76 C -8.13614 -5.02762 1.14333
77 O -9.32836 -5.36411 0.85983
78 N -7.34696 -5.79921 1.84855
79 N -7.56301 -3.90280 0.75312
80 H -6.39177 -5.59024 2.10163
81 H -7.68065 -6.67586 2.22303
82 H -6.56559 -3.80691 0.87985
83 H -8.00383 -3.29587 0.07679
84 C 2.73483 2.46110 3.41162
85 O 1.79345 3.09213 3.74011
86 N 3.82396 3.10764 3.08112
87 N 2.83369 1.14769 3.28454
88 H 4.58615 2.46398 2.92350
89 H 3.83013 4.09804 3.27905
90 H 2.05267 0.51430 3.37893
91 H 3.74392 0.76684 3.06878

Forces on atoms 1 to 6 (eV/Å):
0.21 -0.29 -0.34
0.21 -0.02 -0.18
-0.44 -0.28 1.34
-0.01 0.25 -0.06
0.22 0.29 -0.29
0.36 0.47 -0.06

---

- spin multiplicity of number 3 (C4H7NO)?
  1